# 1
ORCA calculation (ωB97M-V/def2-TZVPD) on the ion CH5BrN2P with charge +1 at a distorted geometry.

Element x y z (Å)
N  1.3091  0.4659  0.4961
C  0.2684  0.0082  -0.2021
N  0.2109  -1.1886  -0.8112
P  -1.3103  1.0720  -0.4405
Br  -2.8469  -0.3629  0.2526
H  2.2041  0.0692  0.7469
H  1.1896  1.3212  1.0827
H  0.9136  -1.9897  -0.6074
H  -0.5842  -1.3227  -1.3283
H  -1.3542  1.9273  0.8111

The total charge is +1. The orbital gap comes out at 9.45 eV. Its SMILES is NC(=[NH2+])PBr. The calculation puts the relative energy (zero: lowest compared OMol25 entry of this formula, charge and spin) at 2.0 kcal per mole.

These are the Löwdin partial charges, in e, on atoms 1 to 4:
1. N 0.1508
2. C -0.5931
3. N 0.1353
4. P 0.5490



# 2
ORCA calculation (ωB97M-V/def2-TZVPD) on a cluster of 2 separate species, C2H5IS2 in total at a distorted geometry.

Element x y z (Å)
C  -1.2857  0.9610  -0.3511
C  0.2691  -0.6867  -0.7736
S  1.9287  -0.1768  -0.4094
S  -0.3122  -2.1042  0.0861
I  -3.0544  -0.0148  -0.0399
H  -0.7635  1.3953  0.5772
H  -1.2083  1.6025  -1.1374
H  0.1175  -0.7650  -1.8841
H  1.9766  -0.5961  0.9536
H  0.4089  -1.8880  1.3352

The orbital gap comes out at 8.39 eV. The calculation puts the relative energy (zero: lowest compared OMol25 entry of this formula, charge and spin) at 76.3 kcal per mole.

These are the Löwdin partial charges, in e, on atoms 1 to 4:
1. C -0.6856
2. C -1.0711
3. S 0.6219
4. S 0.5582



# 3
ORCA calculation (ωB97M-V/def2-TZVPD) on a cluster of 4 separate species, C14H31FN4O7S in total.

Element x y z (Å)
O  -1.7628  -1.8493  0.0176
C  -1.8064  -0.7763  -0.5038
O  -2.5239  -0.5856  -1.6070
C  -2.4611  0.6955  -2.2544
C  -3.7704  1.4702  -2.0909
C  -4.2090  1.6263  -0.6291
C  -5.7306  1.5850  -0.3449
N  -6.6012  0.8101  -1.2396
S  -6.5011  -0.8241  -1.3353
O  -6.1171  -1.1800  -2.6586
O  -7.6181  -1.4387  -0.7116
F  -5.2961  -1.0461  -0.3847
H  -1.2771  0.0857  -0.0782
H  -1.6087  1.2652  -1.8814
H  -2.3139  0.4799  -3.3146
H  -3.5796  2.4607  -2.5116
H  -4.5151  0.9743  -2.7131
H  -3.8755  2.6110  -0.2889
H  -3.7122  0.9085  0.0200
H  -6.1215  2.6033  -0.3684
H  -5.8899  1.2347  0.6754
H  -6.5888  1.1724  -2.1849
C  -0.0389  -3.8746  2.4827
N  1.0167  -2.9722  2.9091
C  2.3432  -3.0290  2.6377
C  2.8217  -4.1746  1.7736
O  3.1090  -2.1824  3.0734
H  -0.7801  -3.3357  1.8910
H  -0.5352  -4.3078  3.3533
H  0.3634  -4.6787  1.8767
H  0.7597  -2.1815  3.4780
H  3.8950  -4.0822  1.6427
H  2.6040  -5.1317  2.2482
H  2.3409  -4.1422  0.7953
C  8.0593  -2.6695  -0.7162
N  7.5305  -1.3229  -0.7994
C  6.4185  -0.8140  -0.1965
C  5.6147  -1.7516  0.6746
O  6.1034  0.3509  -0.3665
H  9.0702  -2.6601  -0.3043
H  8.0965  -3.1291  -1.7058
H  7.4334  -3.2813  -0.0762
H  8.0235  -0.6516  -1.3660
H  4.7671  -1.2158  1.0886
H  5.2457  -2.5933  0.0864
H  6.2209  -2.1274  1.4994
C  -0.7547  5.7455  -0.8235
N  -0.7574  4.2993  -0.9524
C  -0.5388  3.3724  0.0113
C  -0.2509  3.8665  1.4071
O  -0.5731  2.1765  -0.2534
H  -1.7233  6.1547  -1.1138
H  0.0111  6.1815  -1.4658
H  -0.5508  6.0333  0.2015
H  -0.9302  3.9072  -1.8647
H  -0.0985  3.0049  2.0486
H  0.6496  4.4806  1.4216
H  -1.0858  4.4533  1.7917

The orbital gap comes out at 9.43 eV. Its SMILES is O=COCCCCNS(=O)(=O)F.CNC(C)=O.CNC(C)=O.CNC(C)=O.

These are the Löwdin partial charges, in e, on atoms 1 to 4:
1. O 0.0764
2. C -0.3646
3. O -0.0143
4. C -0.1690



# 4
ORCA calculation (ωB97M-V/def2-TZVPD) on a structure of composition C60H63N2OP2S2Sr at a distorted geometry.

Element x y z (Å)
Sr  -0.4913  -0.2256  0.1188
C  1.1271  2.1202  3.0194
C  1.5459  3.1485  1.9748
C  1.7366  4.5083  2.6380
P  0.3785  3.0256  0.5371
C  0.8889  4.3970  -0.5907
C  0.0251  4.3302  -1.8445
C  2.3677  4.3001  -0.9506
C  -1.2175  3.6369  1.1904
C  -1.3668  4.9656  1.5740
C  -2.5514  5.5041  2.0585
C  -2.6587  6.9550  2.4295
C  -3.6313  4.6317  2.1468
C  -3.5403  3.3099  1.7671
C  -2.3339  2.7473  1.2686
N  -2.2178  1.4518  0.8694
C  -3.4266  0.7184  0.9260
C  -4.2931  0.6915  -0.1732
C  -3.9377  1.4553  -1.4142
C  -5.4910  -0.0083  -0.0891
C  -5.8577  -0.6970  1.0599
C  -7.1834  -1.3953  1.1602
C  -4.9674  -0.6994  2.1259
C  -3.7617  -0.0123  2.0744
C  -2.8406  -0.0006  3.2587
H  1.8467  2.0975  3.8426
H  1.0615  1.1052  2.6198
H  0.1496  2.3774  3.4352
H  2.5100  2.8352  1.5503
H  0.8382  4.8103  3.1760
H  1.9845  5.2985  1.9268
H  2.5527  4.4534  3.3632
H  0.7153  5.3576  -0.0958
H  0.2154  3.4056  -2.3948
H  0.2522  5.1658  -2.5115
H  -1.0392  4.3616  -1.6057
H  2.6138  3.3288  -1.3863
H  3.0208  4.4468  -0.0888
H  2.6208  5.0593  -1.6961
H  -0.5142  5.6308  1.4905
H  -1.6761  7.3731  2.6546
H  -3.2837  7.1024  3.3127
H  -3.0904  7.5599  1.6264
H  -4.5858  4.9925  2.5207
H  -4.4196  2.6870  1.8554
H  -3.9178  2.5305  -1.2191
H  -4.6578  1.2577  -2.2101
H  -2.9444  1.1894  -1.7820
H  -6.1578  -0.0083  -0.9461
H  -7.5797  -1.6350  0.1729
H  -7.9244  -0.7722  1.6685
H  -7.0980  -2.3282  1.7176
H  -5.2140  -1.2504  3.0287
H  -3.1517  -0.7381  4.0000
H  -2.8288  0.9842  3.7339
H  -1.8070  -0.2168  2.9807
C  0.8483  -1.4799  2.1567
C  0.8339  -2.8870  1.8380
C  1.7491  -3.4527  0.9232
C  1.7441  -4.7990  0.6121
C  0.8084  -5.6629  1.1728
C  -0.1297  -5.1256  2.0506
C  -0.1204  -3.7817  2.3709
H  1.8623  -1.0765  2.2087
H  0.3188  -1.2520  3.0860
H  2.4864  -2.8091  0.4510
H  2.4777  -5.1711  -0.0952
H  0.8038  -6.7190  0.9326
H  -0.8767  -5.7712  2.5014
H  -0.8512  -3.3922  3.0736
O  -1.6342  -2.2166  -0.0560
S  -2.5982  -2.3862  -1.2204
C  -3.9294  -3.3048  -0.5007
C  -3.7931  -3.8104  0.7775
C  -4.8474  -4.5414  1.3082
C  -5.9973  -4.7559  0.5674
C  -6.1155  -4.2326  -0.7140
C  -5.0765  -3.4956  -1.2549
C  -1.8263  -3.6169  -2.2317
C  -0.9369  -4.4930  -1.6290
C  -0.3034  -5.4307  -2.4284
C  -0.5669  -5.4772  -3.7895
C  -1.4512  -4.5820  -4.3703
C  -2.0884  -3.6294  -3.5898
H  -2.8809  -3.6346  1.3312
H  -4.7601  -4.9447  2.3085
H  -6.8117  -5.3283  0.9917
H  -7.0198  -4.3915  -1.2861
H  -5.1574  -3.0707  -2.2480
H  -0.7138  -4.4199  -0.5734
H  0.4149  -6.1022  -1.9783
H  -0.0555  -6.2007  -4.4114
H  -1.6213  -4.6031  -5.4387
H  -2.7350  -2.8844  -4.0341
S  -0.1436  -0.3825  -2.9158
C  0.9252  -1.6673  -3.1607
N  1.6457  -2.5496  -3.3738
C  6.0599  -3.6917  -1.5175
C  6.0228  -3.0505  -0.2890
C  5.2892  -1.8841  -0.1313
C  4.5862  -1.3349  -1.2007
C  4.6210  -1.9937  -2.4281
C  5.3531  -3.1581  -2.5851
P  3.4631  0.1106  -1.0270
C  4.2788  1.0676  0.3178
C  5.0096  2.2406  0.1288
C  5.5163  2.9466  1.2102
C  5.3137  2.4893  2.5033
C  4.5846  1.3283  2.7083
C  4.0608  0.6383  1.6259
C  3.9067  1.0583  -2.5238
C  5.2153  1.1630  -3.0042
C  5.4935  1.9010  -4.1394
C  4.4618  2.5404  -4.8187
C  3.1614  2.4287  -4.3632
C  2.8825  1.6866  -3.2212
H  6.6254  -4.6068  -1.6386
H  6.5587  -3.4587  0.5585
H  5.2788  -1.4081  0.8395
H  4.0469  -1.6165  -3.2630
H  5.3496  -3.6574  -3.5451
H  5.1614  2.6262  -0.8683
H  6.0662  3.8633  1.0381
H  5.7090  3.0414  3.3468
H  4.3950  0.9637  3.7098
H  3.4494  -0.2385  1.8118
H  6.0139  0.6472  -2.4838
H  6.5122  1.9742  -4.4985
H  4.6747  3.1154  -5.7114
H  2.3485  2.9054  -4.8949
H  1.8604  1.5744  -2.8831

The total charge is -1. The orbital gap comes out at 5.99 eV. The calculation puts the relative energy (zero: lowest compared OMol25 entry of this formula, charge and spin) at 0.0 kcal per mole.

These are the Löwdin partial charges, in e, on atoms 1 to 4:
1. Sr 1.1121
2. C -0.1207
3. C -0.5539
4. C -0.1112



# 5
ORCA calculation (ωB97M-V/def2-TZVPD) on a structure of composition C3H4N4O at a distorted geometry.

Element x y z (Å)
C  -1.3078  -0.1838  -0.2000
C  -0.0532  1.6642  0.0300
C  1.3371  -0.3678  -0.3291
H  -2.9663  -0.2154  -0.1055
H  0.0310  2.8622  0.2077
H  3.0555  -1.6211  0.5151
H  -0.2717  -1.9657  0.6937
N  -2.3287  -0.9851  -0.4855
N  -1.1928  1.2001  0.2678
N  2.5531  -0.5512  -0.0307
N  -0.0044  -0.8942  0.0941
O  1.1482  1.0578  -0.6575

The orbital gap comes out at 9.86 eV. The calculation puts the relative energy (zero: lowest compared OMol25 entry of this formula, charge and spin) at 131.6 kcal per mole.

These are the Löwdin partial charges, in e, on atoms 1 to 4:
1. C -0.4269
2. C -0.1312
3. C -0.4446
4. H 0.0673



# 6
ORCA calculation (ωB97M-V/def2-TZVPD) on the ion C7H16N with charge +1 at a distorted geometry.

Element x y z (Å)
C  -2.0189  -0.3741  1.8045
C  -1.0464  -0.7344  0.9842
C  -0.8637  -2.1616  0.5538
C  0.0676  0.5036  0.4653
N  1.2087  0.5475  1.4146
C  0.6080  0.3213  -1.0587
C  -0.5429  0.2066  -1.9731
C  1.5804  1.3860  -1.3994
H  -2.2110  0.5972  2.2275
H  -2.6080  -1.2611  2.1417
H  -1.8606  -2.6422  0.4302
H  -0.2457  -2.0849  -0.2791
H  -0.3982  -2.8461  1.2934
H  -0.3233  1.6005  0.6030
H  1.8107  1.2717  1.0859
H  1.8244  -0.2582  1.7327
H  0.7323  0.8976  2.2226
H  1.1744  -0.6883  -1.0050
H  -0.1002  0.1334  -3.0365
H  -1.2458  1.1356  -1.9175
H  -1.1296  -0.5928  -1.7350
H  2.3381  0.8738  -1.9420
H  1.1131  2.2246  -1.9724
H  2.1367  1.9444  -0.6407

The total charge is +1. The orbital gap comes out at 10.31 eV. Its SMILES is C=C(C)[C@@H]([NH3+])C(C)C. The calculation puts the relative energy (zero: lowest compared OMol25 entry of this formula, charge and spin) at 55.8 kcal per mole.

These are the Löwdin partial charges, in e, on atoms 1 to 4:
1. C 0.0498
2. C -0.2640
3. C -0.0609
4. C -0.1583



Number 1 is which compound?
CH5BrN2P